{"formula": "C13H14AuClIN2O8P2", "method": "ωB97M-V/def2-TZVPD", "energy_ev": -75958.403, "multiplicity": 3, "orbital_gap_ha": [0.278, 0.243], "homo_energy_ev": [-11.75, -12.49], "total_charge": 1, "elements": ["Au", "I", "Cl", "P", "P", "O", "O", "O", "O", "O", "O", "O", "O", "N", "N", "C", "C", "C", "C", "C", "C", "C", "C", "C", "C", "C", "C", "C", "H", "H", "H", "H", "H", "H", "H", "H", "H", "H", "H", "H", "H", "H"], "positions_angstrom": [[0.5458, -0.4209, -0.2379], [0.3960, -1.2421, 5.3358], [-2.2435, -5.7593, 3.2713], [0.3565, 0.8894, -3.2182], [2.0487, 2.1417, -1.2700], [-0.8470, 1.0363, -4.2577], [0.2680, -0.3483, -2.3441], [1.8866, 1.2096, -0.0570], [2.4421, 3.5640, -0.6618], [0.7405, -1.0541, 1.9325], [1.5269, 0.9672, -4.2774], [-0.5983, 2.3356, -1.1717], [2.9509, 1.6650, -2.3346], [-0.4753, -2.3898, -0.0699], [-1.0902, 1.4298, 2.6253], [-2.2558, -4.4188, 0.5098], [-1.4813, -3.8498, 1.5445], [0.4750, 2.3688, -2.0821], [0.9449, 3.0749, 2.8241], [0.4960, 3.6593, -2.8797], [0.0323, -1.9899, 2.2321], [-1.4729, -4.2541, 2.9114], [-2.1274, -3.9489, -0.7659], [-1.1484, -2.9807, -1.0055], [-0.9033, -3.4993, 3.9217], [-0.2381, -2.3411, 3.6317], [-0.2182, 2.1681, 2.7826], [-0.6721, -2.7465, 1.2319], [-0.9990, -3.8064, 5.0222], [-0.4627, 3.7779, -3.4251], [-1.5920, 0.4288, -4.0900], [0.6071, 4.5329, -2.2252], [1.8441, 2.6889, 2.4456], [3.1523, 3.9687, -1.1850], [-0.9346, -2.6114, -1.9905], [-2.8793, -5.2554, 0.8562], [-0.8708, 3.2097, -0.8825], [2.3265, 1.1267, -3.7253], [1.2373, 3.2232, 3.9614], [-2.7501, -4.2602, -1.6056], [1.2400, 3.6435, -3.6931], [0.7425, 4.0669, 2.4155]]}

---

{"formula": "C13H14BeN2", "method": "ωB97M-V/def2-TZVPD", "energy_ev": -17083.076, "multiplicity": 1, "orbital_gap_ha": [0.264, 0.216], "homo_energy_ev": [-8.04, -6.90], "elements": ["N", "N", "C", "C", "C", "C", "C", "C", "C", "C", "C", "C", "C", "C", "C", "Be", "H", "H", "H", "H", "H", "H", "H", "H", "H", "H", "H", "H", "H", "H"], "positions_angstrom": [[0.2631, -0.0532, 1.2847], [0.3323, -1.1797, 2.0025], [0.8559, -4.4317, -0.6246], [0.7140, -3.5348, 1.7091], [0.6150, -2.2269, 1.1434], [0.8135, -4.6070, 0.7960], [-0.7402, 3.4609, 0.9690], [-0.4303, 2.1541, 0.6098], [-0.4494, 1.4734, 2.9809], [0.7682, -3.0639, -1.0963], [-0.3256, 1.1674, 1.6260], [0.0408, 1.5377, -4.4697], [-0.8684, 3.7622, 2.3330], [0.6934, -1.9615, -0.2419], [-0.7001, 2.8018, 3.3301], [0.3905, -0.2813, -0.2744], [0.6842, -3.6736, 2.8093], [-0.3545, 0.6311, 3.6510], [-0.0922, 1.7286, -3.3585], [-0.3882, 1.7953, -0.4446], [0.8366, -2.8937, -2.1681], [-0.9350, 4.1665, 0.1788], [0.0540, 0.4534, -4.3705], [0.8580, -5.6325, 1.1660], [-0.8116, 3.0423, 4.3824], [-1.1494, 1.8025, -4.8023], [0.8498, -5.2851, -1.3520], [-1.5253, 2.1065, -5.5017], [1.0072, 1.9416, -4.8301], [-1.0060, 4.7995, 2.5626]]}

---

{"formula": "C13H14CeIN3S", "method": "ωB97M-V/def2-TZVPD", "energy_ev": -50028.250, "multiplicity": 1, "orbital_gap_ha": [0.216, 0.213], "homo_energy_ev": [-15.53, -15.52], "total_charge": 2, "elements": ["Ce", "I", "S", "N", "N", "N", "C", "C", "C", "C", "C", "C", "C", "C", "C", "C", "C", "C", "C", "H", "H", "H", "H", "H", "H", "H", "H", "H", "H", "H", "H", "H", "H"], "positions_angstrom": [[0.7035, 1.3070, 0.3262], [-0.3714, 4.0205, -0.5584], [-0.1692, -1.2357, 4.4809], [0.5397, 0.4912, 2.4171], [0.6481, -1.1126, -0.5003], [-1.4915, 0.5282, -0.2440], [1.5193, -3.3507, -0.8753], [1.6459, -2.0380, -0.3898], [-0.5389, -1.5179, -1.0649], [-1.6893, -0.6044, -0.9927], [-3.9806, 0.0698, -1.3721], [2.4700, 3.0080, 1.3585], [-2.9465, -0.8475, -1.5675], [-2.5316, 1.3520, 0.0351], [3.4209, 1.8916, 0.9329], [-3.7699, 1.1897, -0.5672], [0.3489, -3.7269, -1.5478], [-0.6783, -2.7913, -1.6467], [0.2607, -0.2546, 3.3338], [4.2784, 2.3855, 0.4764], [-4.9393, -0.0999, -1.8427], [3.0628, 1.1436, 0.1815], [2.5636, -1.7042, 0.1051], [3.8094, 1.3337, 1.7926], [2.3361, -4.0581, -0.7421], [-4.5294, 1.9527, -0.4032], [2.0713, 3.5839, 0.4924], [3.0691, 3.7132, 1.9365], [-3.0802, -1.7427, -2.1793], [-1.6050, -3.0226, -2.1626], [0.2271, -4.7207, -1.9798], [1.6444, 2.6918, 2.0350], [-2.2979, 2.1654, 0.7325]]}

---

{"formula": "C13H14ClGaN2O6", "method": "ωB97M-V/def2-TZVPD", "energy_ev": -93875.236, "multiplicity": 1, "orbital_gap_ha": 0.305, "homo_energy_ev": -8.55, "elements": ["Ga", "Cl", "O", "O", "O", "O", "O", "O", "N", "N", "C", "C", "C", "C", "C", "C", "C", "C", "C", "C", "C", "C", "C", "H", "H", "H", "H", "H", "H", "H", "H", "H", "H", "H", "H", "H", "H"], "positions_angstrom": [[0.4710, 1.8031, 0.5232], [2.2771, -4.9791, -1.6708], [-0.9776, 0.9117, -0.6256], [-2.3867, -1.6104, -0.5299], [-0.9564, 0.8932, 1.5576], [1.8590, 0.6646, 0.1179], [4.0448, 0.3875, 0.4609], [2.3226, 5.0174, 2.0481], [1.7095, 2.8671, 1.4999], [-0.3298, 3.7727, 0.0895], [3.0314, 1.0029, 0.6609], [0.9014, -4.0090, -1.2576], [-0.1361, -2.3495, 0.1100], [0.9662, -3.1396, -0.1893], [-2.6432, -3.4653, -2.4994], [-1.2753, -2.4110, -0.6741], [-1.3658, -3.3377, -1.7187], [-0.2660, -4.1285, -2.0003], [-1.4066, 0.4351, 0.4550], [0.0825, 4.5671, 1.2716], [3.0028, 2.2255, 1.5926], [-2.4597, -0.6610, 0.4967], [1.5244, 4.1854, 1.6606], [-3.4535, -3.7988, -1.8484], [3.2031, 1.8667, 2.6058], [0.0339, 5.6392, 1.0917], [3.8136, 2.8993, 1.3149], [-0.3122, -4.8419, -2.8126], [-0.0717, -1.6914, 0.9628], [0.1608, 4.1225, -0.7287], [-2.5293, -4.1834, -3.3090], [-1.3215, 3.8699, -0.0979], [-3.4213, -0.1637, 0.3559], [-2.9433, -2.5034, -2.9161], [1.8663, -3.0548, 0.4030], [-0.5685, 4.3113, 2.1082], [-2.4459, -1.1138, 1.4915]]}

---

{"formula": "C13H14ClN3O3Ti", "method": "ωB97M-V/def2-TZVPD", "energy_ev": -59943.868, "multiplicity": 1, "orbital_gap_ha": [0.255, 0.255], "homo_energy_ev": [-16.12, -16.12], "total_charge": 2, "elements": ["Ti", "Cl", "O", "O", "O", "N", "N", "N", "C", "C", "C", "C", "C", "C", "C", "C", "C", "C", "C", "C", "C", "H", "H", "H", "H", "H", "H", "H", "H", "H", "H", "H", "H", "H", "H"], "positions_angstrom": [[-0.2144, -0.6274, 0.7929], [2.2006, -2.5417, 2.1958], [-1.2914, 0.9267, 3.4570], [-1.1321, 1.4864, 0.6662], [2.6229, 0.0081, 1.6460], [-0.1358, 3.0008, -0.7857], [2.4370, -0.0437, -1.5920], [0.6953, 0.8309, -0.4241], [-0.2118, 1.8118, -0.1753], [1.6679, 1.0210, -1.3372], [-0.0345, -2.7318, -0.2253], [1.7930, 2.2599, -1.9764], [-1.7412, -1.2520, -0.7432], [-1.0589, -3.8030, 1.9441], [-0.9416, 0.3007, 2.5457], [-1.1372, 4.0516, -0.5324], [-1.0211, -2.8385, 0.8094], [-2.0617, -1.8976, 0.4994], [1.8343, -0.9037, 1.5050], [-0.4790, -1.7662, -1.1885], [0.8908, 3.2407, -1.6792], [0.8572, 4.2392, -2.1035], [2.5920, 2.3966, -2.7060], [-1.9093, 3.6692, 0.1442], [-1.6135, -3.3677, 2.7808], [-0.6082, 4.9064, -0.0899], [0.8419, -3.3694, -0.3243], [-2.9338, -1.7155, 1.1255], [2.5092, -0.8165, -0.9341], [-1.5648, -4.7294, 1.6385], [-0.0583, -4.0608, 2.2987], [0.0031, -1.5172, -2.1324], [-1.5666, 4.3435, -1.5013], [3.1352, 0.0299, -2.3192], [-2.3652, -0.5413, -1.2790]]}

---

{"formula": "C13H14FN3O2S", "method": "ωB97M-V/def2-TZVPD", "smiles": "CCOCCc1nnc(NC(=O)c2cccc(F)c2)s1", "energy_ev": -35825.615, "multiplicity": 1, "orbital_gap_ha": 0.349, "homo_energy_ev": -9.21, "elements": ["S", "F", "O", "O", "N", "N", "N", "C", "C", "C", "C", "C", "C", "C", "C", "C", "C", "C", "C", "C", "H", "H", "H", "H", "H", "H", "H", "H", "H", "H", "H", "H", "H", "H"], "positions_angstrom": [[0.7884, 0.4797, -1.3832], [-1.6916, 0.6581, 2.4137], [0.8192, -1.5115, 0.9225], [-1.4829, 4.2023, -2.1187], [-1.0887, -0.2776, -2.9585], [-1.1685, 2.0242, -2.5727], [-0.4121, -1.3764, -2.6613], [-0.7503, 2.8228, -0.3177], [0.5816, -1.1967, -1.8708], [-0.0327, -3.6689, 1.7828], [-0.0501, 2.3438, 2.3318], [-0.6354, 0.7804, -2.3764], [0.2318, 3.5903, 0.2973], [0.5862, 3.3397, 1.6117], [-0.3188, -2.3396, 1.0906], [1.4517, -2.2767, -1.3488], [1.8547, -2.0124, 0.1156], [-1.0480, 1.6113, 1.7134], [-1.4105, 1.8285, 0.3988], [-1.1509, 3.1109, -1.7243], [-2.1944, 1.2359, -0.0487], [0.5280, -4.3426, 1.1387], [-0.9858, -1.7379, 1.7120], [0.9130, -3.2202, -1.4522], [-0.8105, -2.5172, 0.1241], [2.6159, -1.2271, 0.1475], [2.3635, -2.3438, -1.9476], [1.3607, 3.9267, 2.0806], [2.2849, -2.9298, 0.5380], [0.7178, 4.3714, -0.2662], [0.5339, -3.4988, 2.6951], [-1.6355, 2.1645, -3.4622], [0.2097, 2.1326, 3.3567], [-0.9743, -4.1460, 2.0385]]}

---

{"formula": "C13H14IrN2O2S", "method": "ωB97M-V/def2-TZVPD", "energy_ev": -34452.000, "multiplicity": 1, "orbital_gap_ha": [0.256, 0.256], "homo_energy_ev": [-11.69, -11.69], "total_charge": 1, "elements": ["Ir", "S", "O", "O", "N", "N", "C", "C", "C", "C", "C", "C", "C", "C", "C", "C", "C", "C", "C", "H", "H", "H", "H", "H", "H", "H", "H", "H", "H", "H", "H", "H", "H"], "positions_angstrom": [[0.1974, 0.1538, -0.0969], [-0.1052, 0.4075, 2.0751], [3.1659, -1.4057, -2.4361], [1.7716, -0.2254, -1.1547], [-0.7731, -1.5319, -0.7919], [-1.0052, 1.7881, -0.2108], [-0.8350, 1.5875, -2.6422], [-1.4548, 2.4671, 3.3224], [-2.4782, 4.1364, -0.3876], [-2.1627, 3.6261, 0.8846], [-2.0548, 3.4806, -1.5110], [-2.5416, 4.2410, 2.1006], [-2.1979, 3.6659, 3.2942], [-1.4206, 2.4369, 0.9319], [2.2128, -1.3796, -1.7186], [-1.0653, 1.8704, 2.1497], [-0.0574, -2.3159, -1.8371], [-1.3068, 2.2956, -1.4099], [1.3676, -2.5843, -1.3833], [0.2421, 1.4151, -2.6065], [-2.4913, 4.1285, 4.2261], [-0.0750, -1.7262, -2.7537], [-1.3338, 0.6203, -2.7411], [-1.0611, 2.1743, -3.5287], [-0.8980, -2.1200, 0.0293], [-0.5813, -3.2512, -2.0382], [1.7844, -3.4605, -1.8720], [-3.0535, 5.0509, -0.4672], [-3.0975, 5.1689, 2.0697], [-1.1816, 2.0181, 4.2690], [-2.2801, 3.8626, -2.4961], [1.4020, -2.7379, -0.3002], [-1.6993, -1.2767, -1.1213]]}

---

{"formula": "C13H14N2", "method": "ωB97M-V/def2-TZVPD", "smiles": "C/C=C1\\C=CC=C[C@]12[C@@H]1CCN[C@@]12C#N", "energy_ev": -16683.894, "multiplicity": 1, "orbital_gap_ha": 0.299, "homo_energy_ev": -7.92, "elements": ["N", "N", "C", "C", "C", "C", "C", "C", "C", "C", "C", "C", "C", "C", "C", "H", "H", "H", "H", "H", "H", "H", "H", "H", "H", "H", "H", "H", "H"], "positions_angstrom": [[1.3845, 1.5879, -1.2591], [4.0829, -0.2611, -0.3723], [0.5734, -0.2760, 0.4737], [-0.8049, -1.8031, -0.9792], [2.9843, 0.0603, -0.2686], [1.6658, 0.6197, -0.3028], [0.0345, -2.7829, -0.6279], [-2.0079, -0.0114, 0.2146], [0.2791, 2.3119, 0.8088], [0.9258, -2.6834, 0.4696], [1.0582, 1.0049, 1.0423], [-3.3408, -0.4115, -0.1258], [0.4115, 2.4963, -0.7230], [1.2232, -1.4867, 1.0724], [-0.8472, -0.5914, -0.1139], [-1.2313, -1.7991, -1.9919], [1.3520, 1.1560, -2.1353], [-1.8789, 0.6196, 1.1094], [-3.6486, -1.4415, -0.6220], [-3.9426, 0.3970, -0.6936], [-0.7610, 2.4921, 1.2389], [0.8318, 3.5762, -0.8617], [-0.5912, 2.3183, -1.1927], [1.0332, 3.0478, 1.3394], [1.5348, 0.9508, 1.9745], [0.1614, -3.7068, -1.1437], [-3.7964, -0.3941, 0.8356], [1.3522, -3.5695, 0.8699], [1.9622, -1.4204, 1.9645]]}